Computed, not measured: 5 unconnected molecules or ions with the total composition C23H54O18P3, with ωB97M-V/def2-TZVPD.

Net charge   -1
Highest occupied orbital energy   -4.7 eV
M   711.59 g mol⁻¹
Relative energy (zero: lowest compared OMol25 entry of this formula, charge and spin)   0.000 eV
E_tot   -3287.576173 Eh
Kohn-Sham gap   6.9956 eV

Cartesian coordinates (Å):
O 1.55 -0.94 1.74
C 0.44 -1.78 1.74
O 0.60 -2.90 2.30
O -0.63 -1.45 1.19
H 2.18 -1.56 2.14
C -1.96 0.29 -2.21
C -2.48 -0.89 -1.37
O -3.91 -0.94 -1.50
P -4.82 -0.84 -0.23
O -4.51 -1.73 0.88
O -4.71 0.70 0.20
C -4.99 1.08 1.54
C -5.11 2.60 1.58
O -6.32 -0.94 -0.83
C -6.63 -0.30 -2.07
C -6.78 -1.34 -3.17
H -0.88 0.32 -2.07
H -2.15 0.11 -3.27
H -2.43 1.24 -1.96
H -2.03 -1.82 -1.73
H -2.17 -0.70 -0.34
H -5.93 0.64 1.89
H -4.19 0.75 2.20
H -6.04 2.96 1.14
H -4.99 2.99 2.59
H -4.33 3.03 0.95
H -7.56 0.23 -1.89
H -5.91 0.49 -2.32
H -6.94 -0.91 -4.16
H -6.02 -2.11 -3.16
H -7.73 -1.86 -3.00
C 0.13 -1.69 -3.77
C 1.07 -2.62 -4.52
O 2.43 -2.31 -4.21
P 3.25 -3.09 -3.08
O 2.97 -4.53 -3.05
O 2.89 -2.32 -1.74
C 3.77 -2.20 -0.60
C 3.68 -3.50 0.21
O 4.76 -2.63 -3.38
C 5.31 -3.12 -4.60
C 6.60 -2.40 -4.96
H 0.30 -1.73 -2.70
H 0.30 -0.67 -4.12
H -0.91 -1.93 -4.01
H 0.89 -3.69 -4.38
H 1.00 -2.42 -5.59
H 4.78 -1.98 -0.97
H 3.48 -1.33 -0.02
H 4.34 -3.43 1.07
H 2.65 -3.65 0.50
H 4.05 -4.32 -0.41
H 5.52 -4.19 -4.52
H 4.63 -3.02 -5.44
H 6.40 -1.32 -4.97
H 7.41 -2.55 -4.24
H 6.94 -2.67 -5.95
C 1.66 -1.21 5.45
C 0.16 -1.14 5.39
O -0.21 0.05 4.67
P -1.76 0.28 4.34
O -2.47 -0.86 3.77
O -1.78 1.61 3.48
C -1.09 1.55 2.22
C -0.99 2.93 1.62
O -2.34 0.74 5.77
C -1.59 1.66 6.56
C -2.49 2.40 7.52
H 2.02 -2.19 5.76
H 2.01 -1.04 4.43
H 2.15 -0.44 6.06
H -0.24 -1.98 4.81
H -0.39 -1.16 6.34
H -0.07 1.16 2.35
H -1.56 0.82 1.55
H -1.95 3.33 1.27
H -0.60 3.69 2.29
H -0.39 2.91 0.70
H -0.83 1.09 7.11
H -0.96 2.32 5.96
H -3.22 3.03 7.03
H -3.02 1.68 8.15
H -1.85 2.97 8.20
C 4.37 5.04 -3.62
C 4.00 5.03 -2.15
O 2.90 4.14 -1.95
C 3.12 2.95 -1.42
O 4.14 2.51 -0.98
O 1.95 2.28 -1.48
C 2.01 0.97 -0.94
H 5.17 5.77 -3.76
H 3.54 5.39 -4.23
H 4.72 4.07 -3.97
H 3.68 6.02 -1.84
H 4.85 4.75 -1.52
H 2.38 0.99 0.09
H 2.73 0.30 -1.41
H 1.03 0.49 -0.97



Computed, not measured: a molecular structure, C23H55Br21O16, with ωB97M-V/def2-TZVPD.

Net charge   0
Highest occupied orbital energy   -9.7 eV
M   2265.66 g mol⁻¹
E_tot   -56167.190397 Eh
Kohn-Sham gap   8.9111 eV

Cartesian coordinates (Å):
C 4.67 -3.31 0.62
C 5.73 -2.27 1.08
O 6.55 -2.00 0.01
O 3.71 -2.73 -0.27
H 4.08 -3.70 1.45
H 5.06 -4.25 0.22
H 6.39 -2.62 1.87
H 5.28 -1.30 1.32
H 5.98 -1.60 -0.65
H 3.19 -3.45 -0.64
C 4.73 0.94 -1.61
C 3.30 0.49 -1.35
O 2.91 -0.70 -2.11
O 5.64 -0.14 -1.78
H 5.04 1.61 -0.81
H 4.85 1.58 -2.48
H 2.50 1.16 -1.66
H 3.17 0.33 -0.28
H 3.24 -1.44 -1.59
H 5.33 -0.62 -2.54
C -2.68 1.03 6.37
C -3.27 0.58 7.73
O -4.42 -0.17 7.49
O -1.81 0.07 5.82
H -2.14 1.95 6.60
H -3.52 1.22 5.70
H -3.53 1.48 8.29
H -2.51 0.03 8.29
H -4.10 -1.07 7.59
H -2.24 -0.61 5.30
C -0.09 1.57 -0.21
C -0.47 0.74 -1.36
O -1.46 -0.19 -0.75
O 0.59 0.99 0.84
H -1.01 2.04 0.14
H 0.57 2.33 -0.62
H 0.40 0.28 -1.84
H -0.92 1.44 -2.07
H -0.96 -0.76 -0.15
H 0.02 0.37 1.31
C -4.30 -1.82 2.15
C -3.71 -3.06 1.54
O -3.06 -3.75 2.56
O -3.19 -0.92 2.48
H -4.97 -1.97 2.99
H -4.93 -1.38 1.38
H -2.98 -2.81 0.78
H -4.40 -3.75 1.05
H -2.55 -4.43 2.10
H -3.42 -0.48 3.30
C 0.24 -1.95 2.45
C 1.15 -1.24 3.40
O 2.21 -0.57 2.73
O -0.66 -1.13 1.72
H -0.33 -2.69 3.00
H 0.84 -2.53 1.76
H 1.48 -1.94 4.18
H 0.57 -0.50 3.95
H 1.78 0.02 2.10
H -1.52 -1.20 2.14
C -1.09 -4.14 -1.94
C -0.73 -3.15 -3.09
O 0.41 -3.67 -3.74
O -1.52 -5.39 -2.47
H -1.95 -3.87 -1.32
H -0.26 -4.21 -1.24
H -0.47 -2.22 -2.60
H -1.46 -3.07 -3.89
H 0.94 -4.06 -3.05
H -1.23 -6.00 -1.79
C 2.42 -1.13 -5.32
C 3.41 0.03 -5.52
O 3.96 -0.07 -6.84
O 1.48 -1.02 -6.32
H 1.93 -1.06 -4.35
H 3.00 -2.06 -5.31
H 4.25 -0.07 -4.84
H 3.07 1.05 -5.35
H 3.21 -0.41 -7.33
H 1.04 -1.88 -6.34
C -2.29 -0.59 -6.12
Br -2.84 0.88 -5.05
Br -1.45 0.04 -7.75
Br -3.79 -1.76 -6.59
H -1.47 -1.15 -5.67
C -5.96 -2.68 -2.87
Br -5.77 -4.34 -3.94
Br -4.25 -1.62 -2.93
Br -6.33 -3.15 -0.93
H -6.77 -2.05 -3.22
C 2.95 3.92 1.12
Br 3.63 4.08 -0.78
Br 2.95 5.60 2.15
Br 3.73 2.36 2.12
H 1.91 3.65 0.96
C -0.30 7.79 1.68
Br -2.20 8.22 1.72
Br 0.45 7.87 3.47
Br 0.80 8.98 0.53
H -0.15 6.79 1.28
C -4.20 2.64 1.10
Br -5.93 3.48 1.69
Br -3.03 2.17 2.66
Br -3.30 3.93 -0.16
H -4.40 1.72 0.55
C 0.15 2.92 4.78
Br 1.90 2.25 5.26
Br 0.04 3.67 2.94
Br -0.51 4.24 6.15
H -0.53 2.07 4.91
C 0.15 4.72 -3.59
Br 0.39 5.91 -2.05
Br -1.69 4.09 -3.74
Br 1.39 3.21 -3.55
H 0.29 5.33 -4.48



Computed, not measured: 5 unconnected molecules or ions with the total composition C23H55IO14PS4, with ωB97M-V/def2-TZVPD.

Net charge   +1
Highest occupied orbital energy   -11.9 eV
M   841.83 g mol⁻¹
E_tot   -4194.208624 Eh
Kohn-Sham gap   8.7848 eV

Cartesian coordinates (Å):
C 4.70 -0.86 4.49
O 5.74 -1.56 3.85
C 5.25 -2.71 3.19
C 4.48 -2.40 1.92
C 4.28 -3.67 1.13
C 3.56 -3.52 -0.22
C 2.48 -2.44 -0.29
C 1.10 -2.88 0.20
C 1.13 -3.66 1.51
P -0.49 -4.00 2.18
C -0.35 -4.84 3.78
C -1.60 -2.56 2.30
C -0.98 -1.16 2.29
O -1.49 -0.30 1.59
I 0.71 -0.66 3.52
H 5.15 -0.05 5.05
H 4.17 -1.49 5.20
H 4.02 -0.41 3.78
H 6.13 -3.30 2.94
H 4.66 -3.31 3.87
H 3.55 -1.91 2.17
H 5.11 -1.72 1.36
H 3.83 -4.43 1.75
H 5.27 -4.06 0.91
H 3.09 -4.46 -0.46
H 4.29 -3.33 -1.00
H 2.34 -2.20 -1.34
H 2.77 -1.52 0.18
H 0.49 -1.99 0.26
H 0.65 -3.48 -0.59
H 1.57 -4.63 1.31
H 1.77 -3.21 2.25
H -1.11 -4.87 1.28
H 0.70 -4.86 4.03
H -0.71 -5.85 3.72
H -0.92 -4.28 4.50
H -2.30 -2.63 1.48
H -2.17 -2.65 3.22
O 10.38 1.37 4.03
S 9.50 0.55 4.80
O 9.10 0.95 6.11
O 10.09 -0.92 4.86
C 11.44 -1.08 5.34
C 11.56 -0.90 6.84
C 8.06 0.17 3.86
H 12.10 -0.40 4.81
H 11.73 -2.09 5.07
H 11.34 0.12 7.14
H 12.58 -1.13 7.17
H 10.87 -1.56 7.36
H 8.36 -0.17 2.87
H 7.47 1.08 3.79
H 7.49 -0.60 4.38
O -1.93 -3.33 -2.26
S -2.98 -2.55 -1.66
O -3.59 -3.00 -0.44
O -4.10 -2.28 -2.74
C -4.68 -3.40 -3.45
C -5.64 -4.20 -2.59
C -2.45 -0.90 -1.44
H -3.88 -4.03 -3.84
H -5.20 -2.97 -4.30
H -5.13 -4.69 -1.76
H -6.13 -4.97 -3.19
H -6.41 -3.55 -2.16
H -1.99 -0.53 -2.35
H -1.72 -0.95 -0.63
H -3.29 -0.28 -1.15
O -4.29 1.30 -2.77
S -4.79 0.99 -4.08
O -3.94 0.34 -5.03
O -5.42 2.29 -4.71
C -4.59 3.48 -4.80
C -3.54 3.38 -5.88
C -6.29 0.07 -3.93
H -4.14 3.68 -3.82
H -5.27 4.30 -5.01
H -2.80 2.61 -5.66
H -3.01 4.33 -5.98
H -4.00 3.13 -6.84
H -6.94 0.57 -3.22
H -6.02 -0.91 -3.56
H -6.75 0.00 -4.91
O -6.29 7.58 -1.56
S -6.80 7.30 -2.86
O -5.96 6.70 -3.85
O -7.44 8.62 -3.46
C -6.62 9.81 -3.51
C -5.57 9.77 -4.60
C -8.28 6.37 -2.74
H -6.17 9.98 -2.53
H -7.32 10.63 -3.69
H -4.83 8.99 -4.41
H -5.06 10.72 -4.66
H -6.03 9.55 -5.56
H -8.94 6.84 -2.01
H -8.00 5.37 -2.41
H -8.75 6.32 -3.72



Computed, not measured: 7 unconnected molecules or ions with the total composition C23H58BF3O9S, with ωB97M-V/def2-TZVPD.

Net charge   0
SMILES   O=[SH](=O)CBCCOCC(F)(F)F.CC(C)O.CC(C)O.CC(C)O.CC(C)O.CC(C)O.CC(C)O
Highest occupied orbital energy   -9.8 eV
M   578.58 g mol⁻¹
E_tot   -2310.855782 Eh
Kohn-Sham gap   10.1441 eV

Cartesian coordinates (Å):
O 0.88 -3.85 -0.45
S 1.98 -3.02 -0.78
O 1.91 -2.34 -2.03
C 2.36 -1.89 0.56
B 1.27 -0.76 0.84
C 0.32 -0.07 -0.20
C -1.13 -0.54 0.11
O -1.32 -1.77 -0.59
C -2.61 -2.28 -0.33
C -2.57 -3.36 0.73
F -3.82 -3.69 1.08
F -1.96 -2.99 1.85
F -2.00 -4.43 0.25
H 3.07 -3.85 -0.84
H 3.32 -1.43 0.31
H 2.45 -2.51 1.46
H 1.21 -0.37 1.97
H 0.33 1.00 -0.03
H 0.52 -0.31 -1.24
H -1.24 -0.70 1.19
H -1.87 0.20 -0.19
H -3.30 -1.47 -0.10
H -2.96 -2.76 -1.25
C -1.52 -8.75 -2.33
C -0.49 -7.65 -2.54
C -1.06 -6.28 -2.21
O -0.03 -7.67 -3.89
H -2.38 -8.60 -2.98
H -1.09 -9.72 -2.57
H -1.87 -8.77 -1.29
H 0.38 -7.84 -1.91
H -1.91 -6.05 -2.87
H -0.32 -5.50 -2.38
H -1.40 -6.23 -1.18
H -0.79 -7.51 -4.46
C 3.38 3.01 -2.48
C 1.88 2.73 -2.49
C 1.09 3.98 -2.83
O 1.48 2.25 -1.20
H 3.63 3.76 -1.73
H 3.93 2.10 -2.22
H 3.72 3.36 -3.46
H 1.66 1.94 -3.21
H 1.27 4.76 -2.08
H 0.02 3.76 -2.82
H 1.35 4.37 -3.81
H 1.67 2.94 -0.56
C -2.59 -2.48 5.35
C -3.22 -1.20 5.86
C -4.59 -1.46 6.46
O -3.34 -0.26 4.78
H -3.20 -2.94 4.57
H -1.61 -2.28 4.91
H -2.46 -3.21 6.16
H -2.57 -0.74 6.60
H -5.27 -1.88 5.72
H -5.04 -0.53 6.82
H -4.53 -2.15 7.30
H -3.91 -0.66 4.11
C -0.19 6.68 0.48
C 0.80 5.97 1.39
C 1.36 6.91 2.44
O 1.88 5.44 0.61
H 0.30 7.51 -0.05
H -0.57 6.00 -0.28
H -1.03 7.08 1.04
H 0.32 5.12 1.87
H 1.89 7.75 1.98
H 2.07 6.39 3.08
H 0.56 7.32 3.07
H 2.32 6.18 0.17
C 5.97 1.47 -4.78
C 7.02 0.86 -3.86
C 7.47 -0.51 -4.36
O 6.50 0.74 -2.54
H 5.08 0.83 -4.81
H 5.65 2.44 -4.40
H 6.35 1.59 -5.79
H 7.88 1.53 -3.80
H 6.62 -1.20 -4.38
H 8.21 -0.93 -3.69
H 7.89 -0.44 -5.36
H 5.73 0.16 -2.58
C -4.32 3.65 1.42
C -4.61 2.16 1.46
C -5.39 1.78 2.70
O -3.38 1.42 1.43
H -3.72 3.95 2.28
H -3.74 3.90 0.53
H -5.24 4.23 1.42
H -5.17 1.87 0.57
H -4.82 2.01 3.60
H -5.58 0.70 2.71
H -6.35 2.30 2.75
H -2.88 1.67 2.22



Quick rundown of max |F|, same order as above: 3.64 2.64 3.08 1.78 eV Å⁻¹